Record 1
The following is a DFT calculation (wB97M-V/def2-TZVPD) of 2 unconnected molecules or ions with the total composition C4H8N2O2 at a distorted geometry.

```
16
Properties=species:S:1:pos:R:3:lowdin_spin:R:1
C 0.25 2.08 0.56 0.504
C -0.14 -2.19 -0.07 0.039
C 1.05 -1.22 -0.42 0.003
C -0.11 -0.72 0.42 0.059
N 0.51 2.62 -0.59 0.111
N -0.98 0.22 -0.30 0.725
O 0.32 2.18 1.76 0.283
O -2.25 0.19 0.18 0.209
H -0.87 -2.51 -0.98 0.001
H 0.10 -3.03 0.55 0.003
H 1.85 -1.19 0.20 0.001
H 1.00 -0.86 -1.38 0.002
H 0.12 -0.61 1.52 0.014
H 0.36 2.09 -1.48 0.011
H 1.07 3.39 -0.80 0.031
H -2.28 -0.45 0.82 0.004
```

Output
**<S²>**: 2.007
**HOMO-LUMO gap (alpha / beta)**: 7.08 / 10.05 eV
**Multiplicity**: 3
**HOMO level (alpha / beta)**: -6.075 / -10.328 eV

---

Record 2
The following is a DFT calculation (wB97M-V/def2-TZVPD) of a molecular structure, ClNa3 at a distorted geometry.

```
4
Properties=species:S:1:pos:R:3:lowdin_charge:R:1
Na -1.88 -0.39 -1.27 0.688
Na -0.42 0.55 2.31 0.734
Na 2.05 -1.19 -0.64 0.741
Cl 0.25 1.02 -0.41 -0.164
```

Output
**HOMO-LUMO gap**: 10.00 eV
**Total charge**: +2
**HOMO level**: -18.420 eV

---

Record 3
The following is a DFT calculation (wB97M-V/def2-TZVPD) of H3NP2S in the gas phase at a distorted geometry.

```
7
Properties=species:S:1:pos:R:3:lowdin_charge:R:1
N 1.00 -0.41 0.19 -0.750
P 2.25 0.71 0.09 0.295
P -0.70 -0.11 0.41 0.701
S 3.85 -0.35 -0.01 0.037
H 1.27 -1.39 0.21 -0.004
H -0.52 1.24 0.69 -0.144
H -0.99 0.17 -0.94 -0.134
```

Output
**HOMO-LUMO gap**: 8.43 eV
**HOMO level**: -9.100 eV

---

Record 4
The following is a DFT calculation (wB97M-V/def2-TZVPD) of C7H11Cl2N in the gas phase at a distorted geometry.

```
21
Properties=species:S:1:pos:R:3:lowdin_charge:R:1
C 0.01 0.01 1.87 -0.081
C -0.78 0.87 1.26 -0.176
C 1.04 -0.76 1.12 -0.240
C -1.04 0.80 -0.15 -0.642
C 0.63 -0.99 -0.31 -0.682
C -1.52 2.14 -0.83 -0.046
C 1.89 -1.46 -1.15 -0.050
N -0.10 0.07 -0.83 0.025
Cl -2.76 -0.38 -0.01 0.348
Cl -0.45 -2.63 0.00 0.466
H 0.01 0.03 3.00 0.137
H -1.30 1.60 1.78 0.098
H 1.94 -0.16 1.23 0.128
H 1.29 -1.71 1.60 0.101
H -1.79 1.80 -1.89 0.099
H -0.73 2.91 -0.90 0.094
H -2.31 2.39 -0.10 0.070
H 1.40 -1.50 -2.17 0.098
H 2.16 -2.32 -0.58 0.054
H 2.74 -0.76 -1.19 0.086
H -0.34 0.04 -1.76 0.113
```

Output
**HOMO-LUMO gap**: 9.66 eV
**HOMO level**: -9.199 eV

---

Record 5
The following is a DFT calculation (wB97M-V/def2-TZVPD) of a molecular structure, C13H17IN2Pb at a distorted geometry.

```
34
Properties=species:S:1:pos:R:3:lowdin_charge:R:1
C 0.16 -2.60 -2.58 -0.623
C 0.89 2.25 -3.62 -0.202
H 1.10 -2.61 -2.00 -0.012
H 0.26 -2.01 -3.51 -0.054
H -0.10 -3.62 -2.88 0.025
H 1.65 2.72 -2.97 0.054
H 1.31 2.16 -4.64 0.051
H 0.00 2.90 -3.68 0.040
Pb 0.46 0.26 -2.84 1.527
C -1.63 1.12 -2.62 -0.233
H -1.63 2.22 -2.67 0.030
H -1.96 0.79 -1.62 -0.048
H -2.30 0.71 -3.39 0.046
I -1.50 -2.19 -1.26 0.941
C -2.38 2.31 2.01 -0.017
C -2.11 1.57 3.16 -0.017
C -1.10 0.61 3.12 0.020
C -0.37 0.43 1.92 -0.211
N -0.65 1.14 0.82 0.108
C -1.62 2.06 0.86 -0.122
C 0.74 -0.56 1.81 -0.205
C 1.25 -1.23 2.96 0.029
C 2.26 -2.18 2.79 -0.010
C 2.74 -2.43 1.51 -0.017
C 2.20 -1.71 0.44 -0.135
N 1.23 -0.80 0.59 0.105
H -3.16 3.07 1.97 0.120
H -2.68 1.72 4.08 0.128
H -0.85 -0.01 3.98 0.112
H -1.79 2.61 -0.06 0.104
H 0.84 -0.97 3.93 0.114
H 2.65 -2.70 3.66 0.131
H 3.53 -3.16 1.31 0.123
H 2.54 -1.88 -0.59 0.097
```

Output
**HOMO-LUMO gap (alpha / beta)**: 3.12 / 3.83 eV
**Total charge**: +2
**HOMO level (alpha / beta)**: -14.786 / -14.796 eV

---

Record 6
The following is a DFT calculation (wB97M-V/def2-TZVPD) of a molecular structure, C60H44ClN5O6P2SY at a distorted geometry.

```
120
Properties=species:S:1:pos:R:3:lowdin_charge:R:1
Y -0.52 0.83 0.51 1.298
C -4.62 2.33 1.49 -0.071
O -4.70 1.73 2.77 -0.079
C -3.58 1.68 3.57 -0.204
C -3.81 1.65 4.92 -0.014
C -2.76 1.60 5.85 -0.112
C -1.47 1.58 5.39 -0.073
C -1.19 1.58 4.01 -0.138
C 0.18 1.53 3.59 -0.058
N 0.59 1.34 2.38 -0.097
N 1.97 1.33 2.20 0.044
C 2.35 1.00 1.00 -0.493
O 1.58 0.68 0.01 -0.241
C 3.82 0.93 0.79 -0.139
C 4.30 0.67 -0.49 -0.032
C 5.67 0.56 -0.72 -0.093
C 6.56 0.71 0.33 -0.101
C 6.08 0.96 1.61 -0.084
C 4.72 1.08 1.84 -0.030
C -2.25 1.61 3.06 -0.261
O -2.03 1.60 1.79 -0.190
H -5.65 2.56 1.21 0.089
H -4.19 1.66 0.74 0.074
H -4.04 3.25 1.50 0.097
H -4.84 1.63 5.26 0.115
H -2.98 1.60 6.90 0.092
H -0.65 1.53 6.09 0.103
H 0.94 1.65 4.37 0.126
H 3.59 0.53 -1.30 0.105
H 6.03 0.36 -1.72 0.102
H 7.62 0.61 0.16 0.095
H 6.78 1.07 2.43 0.098
H 4.34 1.26 2.83 0.101
O 0.00 -4.01 -1.22 -0.484
S 0.38 -2.57 -1.28 0.947
C 0.43 -2.25 -3.07 -0.374
C 0.73 -3.31 -3.92 -0.093
C 0.82 -3.08 -5.28 -0.073
C 0.66 -1.80 -5.77 -0.073
C 0.32 -0.75 -4.93 -0.093
C 0.14 -0.98 -3.56 -0.314
P -0.66 0.24 -2.39 1.101
C -2.38 -0.02 -3.01 -0.313
C -2.74 0.03 -4.36 -0.100
C -4.08 -0.02 -4.73 -0.088
C -5.07 -0.12 -3.77 -0.093
C -4.72 -0.24 -2.43 -0.067
C -3.39 -0.21 -2.06 -0.091
C -0.11 1.79 -3.20 -0.354
C 1.19 2.18 -2.89 -0.088
C 1.70 3.39 -3.34 -0.070
C 0.90 4.22 -4.12 -0.089
C -0.40 3.85 -4.43 -0.079
C -0.91 2.64 -3.97 -0.088
C 2.18 -2.55 -0.92 -0.311
C 3.15 -2.73 -1.90 -0.064
C 4.50 -2.79 -1.56 -0.079
C 4.87 -2.66 -0.23 -0.080
C 3.91 -2.44 0.74 -0.078
C 2.55 -2.40 0.43 -0.328
P 1.32 -1.89 1.73 1.138
C 0.31 -3.40 2.03 -0.397
C 0.55 -4.66 1.50 -0.123
C -0.25 -5.73 1.88 -0.073
C -1.26 -5.55 2.81 -0.088
C -1.48 -4.30 3.37 -0.097
C -0.70 -3.23 2.98 -0.123
C 2.39 -2.20 3.23 -0.345
C 2.80 -3.48 3.59 -0.089
C 3.57 -3.69 4.72 -0.083
C 3.96 -2.61 5.51 -0.100
C 3.55 -1.33 5.17 -0.086
C 2.77 -1.13 4.04 -0.093
H 0.87 -4.29 -3.49 0.115
H 1.03 -3.91 -5.95 0.103
H 0.77 -1.61 -6.84 0.102
H 0.19 0.24 -5.33 0.103
H -1.99 0.11 -5.13 0.090
H -4.34 0.03 -5.78 0.098
H -6.12 -0.11 -4.06 0.098
H -5.48 -0.35 -1.67 0.108
H -3.12 -0.30 -1.02 0.065
H 1.79 1.54 -2.25 0.081
H 2.70 3.68 -3.08 0.104
H 1.29 5.17 -4.46 0.098
H -1.02 4.50 -5.02 0.103
H -1.93 2.37 -4.20 0.095
H 2.87 -2.82 -2.94 0.095
H 5.24 -2.92 -2.33 0.104
H 5.92 -2.70 0.04 0.108
H 4.23 -2.29 1.76 0.101
H 1.34 -4.81 0.79 0.099
H -0.09 -6.70 1.44 0.102
H -1.90 -6.38 3.09 0.100
H -2.28 -4.16 4.09 0.103
H -0.87 -2.24 3.40 0.106
H 2.52 -4.33 2.98 0.100
H 3.88 -4.69 4.99 0.099
H 4.57 -2.77 6.39 0.096
H 3.85 -0.49 5.78 0.099
H 2.48 -0.13 3.75 0.056
Cl -4.80 7.71 -2.62 0.643
C -3.87 6.37 -2.04 -0.675
C -2.81 6.59 -1.18 -0.101
C -2.04 5.52 -0.76 -0.002
C -2.34 4.23 -1.18 -0.120
C -3.44 4.02 -2.01 -0.011
C -4.20 5.09 -2.45 -0.097
C -1.52 3.06 -0.74 -0.621
O -0.43 3.22 -0.15 -0.015
O -1.99 1.91 -0.99 -0.198
H -2.59 7.60 -0.85 0.101
H -1.20 5.68 -0.10 0.122
H -3.68 3.01 -2.30 0.118
H -5.05 4.93 -3.10 0.103
N -1.53 -1.07 0.70 -0.017
C -2.38 -1.87 0.83 -0.331
N -3.36 -2.65 0.75 0.127
C -3.96 -3.56 1.45 -0.401
N -4.59 -4.37 1.99 0.091
```

Output
**HOMO-LUMO gap**: 7.33 eV
**Total charge**: -1
**HOMO level**: -5.168 eV

---

Record 7
The following is a DFT calculation (wB97M-V/def2-TZVPD) of 2 unconnected molecules or ions with the total composition C6H13NO.

```
21
Properties=species:S:1:pos:R:3:lowdin_charge:R:1
C 1.94 1.50 -0.43 -0.052
N 1.04 -0.79 1.23 0.080
C 0.29 -0.32 0.14 -0.371
C 0.67 0.71 -0.63 -0.272
C -0.14 1.09 -1.83 -0.172
C 0.17 0.84 -3.09 0.015
C -0.84 -1.23 -0.23 -0.043
H 1.78 2.55 -0.67 0.073
H 2.32 1.49 0.59 0.063
H 2.70 1.11 -1.10 0.084
H 1.93 -0.32 1.37 0.071
H 0.55 -0.86 2.11 0.079
H -1.07 1.60 -1.55 0.108
H -0.46 1.15 -3.92 0.052
H 1.11 0.35 -3.32 0.063
H -1.60 -0.80 -0.87 0.067
H -0.42 -2.10 -0.75 0.093
H -1.38 -1.62 0.63 0.067
H -2.12 -1.40 3.87 0.019
H -3.63 -1.28 4.01 0.043
O -2.85 -1.68 4.43 -0.066
```

Output
**HOMO-LUMO gap**: 8.61 eV
**HOMO level**: -8.051 eV

---

Record 8
The following is a DFT calculation (wB97M-V/def2-TZVPD) of C4H6O2 in the gas phase.

```
12
Properties=species:S:1:pos:R:3:lowdin_charge:R:1
C -1.48 -0.37 -0.52 0.002
C -0.52 -0.63 0.62 -0.396
O -0.65 -1.55 1.40 0.087
C 0.64 0.32 0.78 -0.220
C 1.58 0.49 -0.34 -0.099
O 0.63 1.49 -0.02 -0.033
H -1.01 0.17 -1.34 0.079
H -1.91 -1.31 -0.86 0.090
H -2.29 0.26 -0.14 0.100
H 1.00 0.44 1.80 0.155
H 1.40 -0.05 -1.27 0.120
H 2.61 0.74 -0.12 0.117
```

Output
**HOMO-LUMO gap**: 10.80 eV
**HOMO level**: -9.878 eV

---

Record 9
The following is a DFT calculation (wB97M-V/def2-TZVPD) of a molecular structure, C36H54AsN5O3PV at a distorted geometry.

```
101
Properties=species:S:1:pos:R:3:lowdin_spin:R:1
V -0.04 0.04 0.01 1.940
N 4.75 -1.17 -0.15 -0.001
C 3.67 -0.47 -0.51 0.000
N 2.68 -0.16 0.26 -0.002
C 2.74 -0.55 1.58 0.000
N 1.80 -0.21 2.41 0.003
N 0.88 0.56 1.73 -0.012
C 0.48 1.63 2.30 0.022
C -0.31 2.55 1.48 0.005
C -0.91 3.70 1.97 0.003
C -1.50 4.57 1.07 0.007
C -1.46 4.26 -0.29 0.002
C -0.86 3.08 -0.68 0.007
N -0.29 2.23 0.17 -0.003
C 3.85 -1.37 2.06 0.000
C 3.94 -1.87 3.36 0.000
C 5.01 -2.64 3.73 0.000
C 6.02 -2.94 2.81 0.000
C 5.96 -2.46 1.52 0.000
C 4.87 -1.67 1.15 0.000
H 5.48 -1.34 -0.82 0.000
H 3.65 -0.15 -1.55 0.000
H 0.82 1.88 3.30 0.001
H -0.90 3.90 3.03 0.000
H -1.98 5.47 1.41 0.000
H -1.89 4.92 -1.02 0.000
H -0.85 2.79 -1.73 0.000
H 3.15 -1.62 4.06 0.000
H 5.08 -3.03 4.74 0.000
H 6.86 -3.55 3.11 0.000
H 6.74 -2.68 0.81 0.000
C -1.45 1.01 -3.82 0.001
As 0.32 0.41 -3.38 0.005
C 0.78 -1.06 -4.51 -0.001
C 1.56 1.81 -3.74 0.002
O 0.58 -0.12 -1.79 0.028
H -1.73 0.52 -4.76 0.000
H -1.43 2.09 -3.97 0.000
H -2.15 0.75 -3.04 0.000
H 1.19 -0.68 -5.44 0.000
H -0.10 -1.67 -4.72 0.000
H 1.53 -1.66 -3.99 0.000
H 1.33 2.25 -4.71 0.000
H 2.57 1.39 -3.76 0.000
H 1.50 2.58 -2.97 0.000
O -1.70 -0.06 1.32 -0.002
C -2.47 0.19 0.38 0.014
O -1.97 0.35 -0.77 -0.004
H -3.55 0.29 0.53 0.000
C -0.67 -4.68 4.06 0.000
C -1.63 -3.52 3.82 0.000
C -1.78 -3.21 2.33 0.000
C -0.46 -3.48 1.57 -0.002
C 0.72 -3.22 2.51 0.000
C 0.75 -4.32 3.58 0.000
P -0.35 -2.60 -0.04 -0.010
C -1.99 -2.97 -0.84 -0.001
C -2.08 -2.42 -2.27 0.000
C -3.28 -3.03 -3.00 0.000
C -3.06 -4.52 -3.25 0.000
C -2.21 -5.16 -2.14 0.000
C -2.44 -4.45 -0.81 -0.001
C 0.88 -3.54 -1.06 -0.001
C 0.97 -5.07 -0.84 -0.001
C 2.22 -5.47 -0.06 0.000
C 3.49 -5.10 -0.82 0.000
C 3.29 -3.83 -1.67 0.000
C 2.28 -2.91 -0.99 0.000
H -1.03 -5.56 3.52 0.000
H -0.65 -4.95 5.11 0.000
H -1.27 -2.64 4.35 0.000
H -2.61 -3.74 4.25 0.000
H -2.10 -2.18 2.20 0.000
H -2.57 -3.84 1.90 0.000
H -0.43 -4.54 1.31 -0.001
H 0.59 -2.24 2.97 0.000
H 1.67 -3.19 1.97 0.000
H 1.36 -3.99 4.42 0.000
H 1.24 -5.20 3.16 0.000
H -2.69 -2.41 -0.22 0.000
H -1.18 -2.67 -2.84 0.000
H -2.16 -1.33 -2.24 0.000
H -3.47 -2.50 -3.94 0.000
H -4.18 -2.87 -2.38 0.000
H -2.56 -4.65 -4.21 0.000
H -4.02 -5.03 -3.34 0.000
H -1.15 -5.11 -2.41 0.000
H -2.45 -6.21 -2.04 0.000
H -1.96 -5.00 0.00 0.000
H -3.51 -4.47 -0.59 0.000
H 0.52 -3.38 -2.09 0.000
H 1.00 -5.56 -1.82 0.000
H 0.08 -5.47 -0.35 0.000
H 2.19 -6.54 0.14 0.000
H 2.21 -4.98 0.92 0.000
H 3.79 -5.93 -1.47 0.000
H 4.31 -4.95 -0.12 0.000
H 2.93 -4.10 -2.66 0.000
H 4.25 -3.32 -1.82 0.000
H 2.25 -1.92 -1.46 0.000
H 2.58 -2.77 0.05 0.000
```

Output
**<S²>**: 2.014
**HOMO-LUMO gap (alpha / beta)**: 7.72 / 7.49 eV
**Multiplicity**: 3
**Total charge**: +2
**HOMO level (alpha / beta)**: -13.480 / -13.465 eV

---

Record 10
The following is a DFT calculation (wB97M-V/def2-TZVPD) of 2 unconnected molecules or ions with the total composition C20H19F3N2O4S2 at a distorted geometry.

```
50
Properties=species:S:1:pos:R:3:lowdin_charge:R:1
C -5.10 0.58 -1.57 -0.096
C -4.74 1.80 -0.96 -0.085
C -3.43 1.98 -0.51 -0.050
C -2.45 0.94 -0.65 -0.231
C -1.06 1.11 -0.16 -0.120
C 0.06 0.41 -0.54 -0.080
N 1.33 0.96 -0.62 -0.136
C 2.14 0.47 -1.72 -0.145
C 3.56 1.08 -1.74 -0.176
O 3.53 2.50 -1.57 -0.139
C 2.93 2.86 -0.33 -0.179
C 1.48 2.38 -0.25 -0.152
C -2.83 -0.25 -1.28 -0.047
C -4.15 -0.45 -1.71 -0.083
H -6.13 0.41 -1.90 0.101
H -5.50 2.59 -0.80 0.104
H -3.12 2.94 -0.09 0.112
H -0.94 2.14 0.20 0.092
H 0.02 -0.65 -0.83 0.127
H 2.21 -0.62 -1.69 0.125
H 1.68 0.72 -2.70 0.131
H 4.19 0.59 -0.96 0.130
H 4.01 0.95 -2.74 0.130
H 3.49 2.45 0.54 0.130
H 2.92 3.96 -0.30 0.133
H 0.84 2.99 -0.90 0.138
H 1.13 2.52 0.76 0.090
H -2.05 -1.00 -1.42 0.103
H -4.43 -1.41 -2.14 0.104
F -1.59 -1.89 10.02 0.067
C -1.51 -0.86 9.13 -0.753
F -2.64 -0.10 9.21 0.089
F -0.46 -0.07 9.48 0.082
S -1.25 -1.61 7.40 1.086
N -1.07 -0.06 6.68 -0.435
C -2.15 0.34 5.84 -0.466
O -3.28 -0.13 5.83 0.092
C -1.53 1.23 4.85 -0.131
C -0.14 1.34 4.92 -0.206
C 0.60 1.47 3.74 -0.016
C -0.06 1.38 2.52 -0.041
C -1.46 1.42 2.47 -0.026
C -2.20 1.28 3.63 0.026
S 0.53 0.57 6.34 0.707
O 0.88 1.45 7.41 -0.261
O 1.43 -0.43 5.84 -0.263
H 1.69 1.53 3.74 0.127
H 0.57 1.15 1.67 0.076
H -2.09 1.54 1.57 0.076
H -3.29 1.11 3.62 0.140
```

Output
**HOMO-LUMO gap**: 7.12 eV
**HOMO level**: -7.815 eV

---

Record 11
The following is a DFT calculation (wB97M-V/def2-TZVPD) of a molecular structure, C9H23N2Si at a distorted geometry.

```
35
Properties=species:S:1:pos:R:3:lowdin_charge:R:1
C -0.51 1.05 1.33 -0.182
C 1.92 -2.71 -0.67 -0.203
C -2.61 -0.86 -2.51 -0.176
C 2.68 0.87 -1.77 -0.187
C -1.57 2.50 2.90 -0.062
C -0.06 0.89 3.78 -0.061
C 0.52 -2.45 -1.01 -0.339
C -1.76 -0.22 -1.39 -0.351
C 1.25 0.74 -2.12 -0.318
N -0.65 1.47 2.63 -0.194
N 0.11 0.02 0.86 0.084
Si 0.08 -0.61 -1.35 0.915
H -1.14 1.57 0.66 0.116
H 2.75 -2.55 -1.44 0.108
H 2.10 -2.29 0.27 0.038
H 1.98 -3.83 -0.59 0.097
H -3.60 -1.19 -2.04 0.093
H -2.64 -0.18 -3.46 0.109
H -2.27 -1.87 -2.86 0.065
H 3.45 0.20 -2.13 0.069
H 3.04 1.81 -2.18 0.073
H 2.95 0.88 -0.66 0.093
H -0.98 3.45 3.03 0.123
H -2.35 2.65 2.14 0.112
H -1.97 2.40 3.83 0.061
H -0.14 1.41 4.78 0.131
H -0.53 -0.12 4.01 0.122
H 0.97 0.68 3.75 0.069
H -0.11 -2.70 -0.11 0.097
H 0.39 -3.20 -1.82 0.092
H -2.13 -0.41 -0.39 0.057
H -1.86 0.86 -1.82 0.105
H 1.26 0.49 -3.19 0.088
H 0.68 1.65 -1.96 0.068
H 0.75 -0.39 1.54 0.090
```

Output
**HOMO-LUMO gap**: 10.32 eV
**Total charge**: +1
**HOMO level**: -12.878 eV

---

Record 12
The following is a DFT calculation (wB97M-V/def2-TZVPD) of a molecular structure, C21H20F6N5O4RhS2 at a distorted geometry.

```
59
Properties=species:S:1:pos:R:3:lowdin_charge:R:1
Rh 0.03 -0.41 -0.12 1.267
C -1.48 0.01 -2.63 -0.135
C -0.20 0.64 -3.13 -0.090
C 0.45 1.63 -2.20 -0.225
C 1.07 2.75 -2.75 0.023
C 1.68 3.68 -1.93 0.012
C 1.66 3.49 -0.56 0.005
C 1.05 2.36 -0.07 -0.100
N 0.45 1.45 -0.86 -0.004
N -1.26 -1.05 -1.60 -0.244
C -2.55 -1.33 -0.89 -0.077
C -2.82 -0.26 0.10 -0.233
C -4.06 0.13 0.53 0.034
C -4.16 1.14 1.49 0.012
C -3.00 1.72 1.97 0.009
C -1.77 1.28 1.49 -0.057
N -1.70 0.31 0.58 -0.009
C -0.82 -2.33 -2.20 -0.079
C -0.18 -3.17 -1.14 -0.247
C 0.14 -4.49 -1.39 0.023
C 0.82 -5.22 -0.43 0.007
C 1.18 -4.58 0.75 0.001
C 0.83 -3.26 0.93 -0.078
N 0.13 -2.57 0.02 0.010
H -2.03 -0.44 -3.45 0.149
H -2.11 0.78 -2.18 0.142
H -0.46 1.19 -4.03 0.138
H 0.53 -0.11 -3.44 0.134
H 1.06 2.87 -3.82 0.134
H 2.17 4.55 -2.36 0.135
H 2.13 4.18 0.12 0.136
H 1.05 2.15 0.99 0.088
H -2.43 -2.28 -0.35 0.147
H -3.35 -1.45 -1.62 0.156
H -4.95 -0.34 0.12 0.138
H -5.12 1.46 1.84 0.135
H -3.02 2.51 2.71 0.133
H -0.85 1.69 1.86 0.108
H -0.13 -2.14 -3.02 0.145
H -1.69 -2.84 -2.62 0.152
H -0.13 -4.94 -2.34 0.137
H 1.08 -6.25 -0.60 0.133
H 1.74 -5.09 1.52 0.133
H 1.13 -2.73 1.81 0.088
F 1.17 -2.04 3.82 0.141
C 1.77 -0.88 4.11 -0.681
F 0.94 -0.14 4.82 0.180
F 2.88 -1.10 4.76 0.203
S 2.13 0.08 2.56 0.660
O 0.84 0.15 1.83 -0.430
O 2.61 1.34 3.01 -0.201
N 3.11 -0.84 1.76 -0.267
S 3.31 -0.49 0.23 0.660
O 2.17 -0.91 -0.59 -0.375
O 3.78 0.83 -0.04 -0.221
C 4.64 -1.70 -0.20 -0.693
F 5.71 -1.44 0.50 0.202
F 4.87 -1.58 -1.49 0.179
F 4.20 -2.93 0.06 0.160
```

Output
**HOMO-LUMO gap**: 8.81 eV
**Total charge**: +2
**HOMO level**: -15.833 eV